ORCA calculation (ωB97M-V with the def2-TZVPD basis set) on a single C5H8ClNO molecule at a distorted geometry.

Structure (XYZ):
```
16
Properties=species:S:1:pos:R:3
O 0.08 -1.15 1.88
C 0.62 -0.25 0.95
C 0.97 -0.85 -0.42
N 2.12 -0.27 -1.11
C 0.82 0.11 -1.53
C 0.24 1.34 -0.86
C -0.39 0.80 0.48
Cl -2.06 0.18 0.18
H 0.86 -1.62 2.32
H 1.48 0.31 1.32
H 0.66 -1.88 -0.57
H 2.41 -0.93 -1.85
H 0.42 -0.15 -2.48
H -0.49 1.91 -1.45
H 1.15 1.92 -0.51
H -0.51 1.62 1.21
```

Values from the calculation:
SMILES: O[C@H]1[C@@H]2N[C@@H]2C[C@H]1Cl
E_HOMO: -9.60 eV
Total energy: -785.45329 hartree
Lowest unoccupied orbital energy: 0.8 eV
Frontier orbital gap: 10.39 eV

=====

ORCA calculation (ωB97M-V with the def2-TZVPD basis set) on a molecular structure, C44H51BCsN9O2Sb2 at a distorted geometry.

Structure (XYZ):
```
110
Properties=species:S:1:pos:R:3
Cs -1.13 0.86 0.27
C 2.82 2.21 2.07
C 2.59 3.30 1.08
C 3.65 3.82 0.34
C 3.45 4.79 -0.62
C 2.16 5.23 -0.88
C 1.07 4.73 -0.17
C -0.31 5.20 -0.52
C 1.28 3.77 0.84
N 0.17 3.21 1.48
C 0.05 3.25 2.79
O 0.79 3.77 3.65
C -1.26 2.65 3.32
C -1.91 3.39 4.31
C -3.12 2.94 4.80
C -3.63 1.74 4.32
C -2.92 1.04 3.35
N -1.76 1.50 2.86
C -3.57 -0.26 2.84
O -4.59 -0.63 3.45
N -2.98 -0.83 1.80
C -3.63 -1.90 1.19
C -3.00 -3.15 1.16
C -1.73 -3.33 1.93
C -3.55 -4.20 0.44
C -4.75 -4.04 -0.25
C -5.38 -2.81 -0.22
C -4.84 -1.73 0.48
C -5.50 -0.39 0.44
H 3.83 1.80 1.97
H 2.11 1.40 1.92
H 2.67 2.57 3.09
H 4.65 3.44 0.54
H 4.29 5.18 -1.19
H 1.98 5.96 -1.65
H -0.58 4.88 -1.53
H -0.37 6.29 -0.48
H -1.04 4.78 0.16
H -1.44 4.30 4.66
H -3.66 3.50 5.55
H -4.56 1.32 4.66
H -1.86 -3.04 2.97
H -0.94 -2.67 1.54
H -1.37 -4.36 1.88
H -3.04 -5.16 0.42
H -5.17 -4.86 -0.81
H -6.30 -2.66 -0.77
H -6.36 -0.41 -0.23
H -4.81 0.37 0.08
H -5.83 -0.09 1.44
C 1.90 2.69 -3.37
C 1.74 1.70 -2.39
N 0.65 0.97 -2.62
N 0.09 1.47 -3.74
C 0.82 2.50 -4.21
B -1.33 1.13 -4.24
N -1.80 -0.28 -3.87
C -1.92 -1.32 -4.71
C -2.57 -2.34 -4.04
C -2.84 -1.80 -2.77
N -2.36 -0.57 -2.67
N -2.32 2.20 -3.72
C -3.18 2.93 -4.46
C -3.86 3.78 -3.62
C -3.33 3.49 -2.35
N -2.41 2.54 -2.43
H 2.67 3.44 -3.43
H 2.36 1.49 -1.54
H 0.49 3.03 -5.09
H -1.33 1.21 -5.45
H -1.56 -1.25 -5.72
H -2.82 -3.32 -4.41
H -3.33 -2.25 -1.92
H -3.23 2.78 -5.53
H -4.62 4.50 -3.88
H -3.57 3.93 -1.40
C 0.84 -2.55 4.15
Sb 1.82 -1.75 2.42
C 3.35 -0.78 3.56
C 3.01 -3.55 2.09
C 4.28 -3.30 1.34
C 5.44 -3.03 2.06
C 6.65 -2.74 1.44
C 6.71 -2.74 0.05
C 5.57 -3.02 -0.68
C 4.35 -3.30 -0.07
C 3.16 -3.56 -0.93
Sb 2.01 -1.76 -1.46
C 2.34 -1.91 -3.57
C 0.18 -2.85 -1.44
H 1.56 -2.71 4.95
H 0.37 -3.51 3.89
H 0.06 -1.88 4.49
H 3.73 -1.48 4.32
H 2.94 0.09 4.05
H 4.17 -0.47 2.92
H 2.37 -4.29 1.59
H 3.24 -3.94 3.08
H 5.39 -3.04 3.14
H 7.52 -2.53 2.03
H 7.64 -2.51 -0.45
H 5.62 -3.02 -1.76
H 2.45 -4.24 -0.46
H 3.47 -4.02 -1.87
H 2.20 -2.94 -3.90
H 3.35 -1.58 -3.82
H 1.63 -1.26 -4.07
H 0.21 -3.65 -2.18
H -0.66 -2.20 -1.65
H 0.04 -3.29 -0.45
```

Values from the calculation:
Net charge: -2
E_HOMO: -2.75 eV
Total energy: -2876.23223 hartree
Lowest unoccupied orbital energy: 3.8 eV
Frontier orbital gap: 6.51 eV